{
  "formula": "C22H30HgO2Si",
  "method": "ωB97M-V with the def2-TZVPD basis set",
  "lumo_energy_ev": 0.016,
  "multiplicity": 1,
  "e_homo_ev": -4.96,
  "energy_ha": -1449.35719,
  "species": ["C", "C", "C", "H", "C", "C", "H", "H", "H", "H", "Hg", "C", "H", "H", "H", "Si", "C", "C", "H", "C", "H", "C", "H", "C", "H", "C", "H", "C", "C", "H", "C", "H", "C", "H", "C", "H", "C", "H", "H", "H", "C", "O", "C", "C", "O", "C", "H", "H", "H", "H", "H", "H", "H", "H", "H", "H"],
  "xyz": [[1.047, 2.554, 0.248], [0.154, 2.467, -0.821], [-1.109, 1.917, -0.317], [0.329, 2.771, -1.851], [-0.943, 1.814, 1.134], [0.376, 2.161, 1.448], [0.810, 2.195, 2.445], [2.068, 2.918, 0.205], [-2.074, 2.062, -0.808], [-1.743, 1.554, 1.832], [-0.843, -0.313, -0.890], [-1.339, -2.841, -4.472], [-2.298, -2.441, -4.094], [-1.733, -3.305, -5.414], [-0.562, -2.252, -5.130], [-0.487, -1.373, -3.600], [1.350, -1.311, -3.785], [1.938, -0.052, -3.618], [1.326, 0.804, -3.299], [3.281, 0.157, -3.937], [3.691, 1.161, -3.883], [4.063, -0.900, -4.407], [5.100, -0.729, -4.725], [3.515, -2.185, -4.476], [4.119, -3.030, -4.833], [2.165, -2.410, -4.159], [1.726, -3.411, -4.271], [-1.416, 0.118, -4.205], [-0.910, 0.920, -5.235], [0.108, 0.775, -5.607], [-1.726, 1.913, -5.789], [-1.352, 2.491, -6.633], [-3.006, 2.151, -5.285], [-3.650, 2.905, -5.742], [-3.472, 1.409, -4.195], [-4.451, 1.597, -3.768], [-2.680, 0.392, -3.658], [-3.032, -0.172, -2.794], [-0.814, -1.662, -2.094], [-0.881, -3.638, -3.857], [2.021, -0.679, 3.080], [2.048, -1.674, 2.116], [1.493, -2.584, 1.216], [-0.032, -2.775, 1.388], [-0.678, -1.500, 1.582], [-1.495, -1.451, 2.777], [2.332, -1.161, 3.995], [1.028, -0.250, 3.150], [2.748, 0.051, 2.743], [1.756, -2.230, 0.214], [2.023, -3.520, 1.395], [-0.454, -3.195, 0.463], [-0.231, -3.483, 2.217], [-2.370, -2.114, 2.662], [-0.909, -1.774, 3.659], [-1.816, -0.407, 2.890]],
  "nbo_charge": [-0.306, -0.324, -0.598, 0.200, -0.303, -0.318, 0.202, 0.203, 0.224, 0.197, 0.617, -1.034, 0.300, 0.254, 0.264, 1.124, -0.429, -0.237, 0.232, -0.191, 0.220, -0.210, 0.220, -0.214, 0.216, -0.224, 0.203, -0.451, -0.150, 0.214, -0.236, 0.217, -0.197, 0.220, -0.200, 0.218, -0.237, 0.219, -0.183, 0.284, -0.198, -0.617, -0.035, -0.102, -0.579, -0.252, 0.161, 0.178, 0.184, 0.175, 0.173, 0.180, 0.173, 0.170, 0.174, 0.205]
}


{
  "formula": "C22H30IrNO3PS11",
  "method": "ωB97M-V with the def2-TZVPD basis set",
  "s_squared": 8.78,
  "lumo_energy_ev": [-0.144, -3.017],
  "multiplicity": 6,
  "e_homo_ev": [-6.48, -8.22],
  "energy_ha": -5962.54871,
  "species": ["Ir", "O", "C", "S", "C", "C", "S", "S", "S", "C", "N", "C", "C", "C", "C", "C", "C", "C", "C", "H", "H", "H", "H", "H", "H", "H", "H", "H", "H", "H", "H", "H", "C", "S", "C", "C", "S", "S", "C", "S", "S", "H", "H", "H", "C", "C", "C", "O", "P", "S", "S", "O", "C", "C", "C", "H", "H", "H", "H", "H", "H", "H", "H", "H", "H", "H", "H", "H", "H"],
  "xyz": [[-0.056, 0.223, -0.495], [-4.766, -2.128, 4.009], [-3.938, -1.718, 3.252], [-3.096, -0.168, 3.454], [-2.130, -0.248, 1.997], [-2.283, -1.387, 1.225], [-1.490, -1.696, -0.239], [-3.406, -2.595, 1.799], [-1.118, 1.055, 1.640], [3.391, -3.049, -3.121], [2.144, -2.276, -2.996], [2.418, -0.825, -3.051], [1.329, -2.652, -1.798], [1.907, -2.193, -0.490], [2.900, -2.970, 0.110], [3.458, -2.607, 1.322], [3.008, -1.463, 1.958], [1.992, -0.709, 1.389], [1.435, -1.043, 0.153], [3.857, -2.835, -4.081], [3.175, -4.114, -3.067], [4.073, -2.776, -2.320], [1.536, -2.467, -3.841], [3.187, -0.557, -2.329], [1.512, -0.277, -2.804], [2.738, -0.551, -4.055], [1.220, -3.737, -1.803], [0.347, -2.207, -1.946], [3.218, -3.891, -0.368], [4.225, -3.222, 1.774], [3.422, -1.160, 2.911], [1.656, 0.169, 1.922], [-2.067, 3.938, -3.683], [-0.655, 3.195, -4.539], [-0.911, 1.485, -4.434], [-1.390, 0.723, -3.371], [-1.874, 1.269, -1.821], [-1.463, -1.012, -3.697], [-0.216, -0.912, -4.948], [0.471, -2.296, -5.644], [-0.341, 0.617, -5.830], [-2.010, 5.002, -3.902], [-1.999, 3.770, -2.614], [-2.988, 3.524, -4.084], [4.871, 2.318, -1.959], [4.791, 2.660, -0.478], [4.744, 1.415, 0.389], [3.677, 3.554, -0.240], [2.168, 3.215, 0.188], [1.964, 2.788, 2.089], [1.454, 1.915, -1.251], [1.429, 4.590, -0.083], [1.851, 5.804, -0.747], [2.897, 6.517, 0.095], [2.313, 5.538, -2.171], [5.739, 1.683, -2.136], [4.974, 3.221, -2.561], [3.966, 1.798, -2.268], [5.663, 3.256, -0.197], [3.888, 0.796, 0.119], [4.654, 1.686, 1.439], [5.658, 0.837, 0.249], [0.933, 6.396, -0.766], [3.814, 5.932, 0.128], [2.524, 6.643, 1.111], [3.116, 7.496, -0.332], [3.255, 4.993, -2.169], [2.462, 6.487, -2.687], [1.569, 4.951, -2.712]],
  "lowdin_spin": [1.344, 0.032, 0.012, 0.021, 0.157, 0.162, 0.267, 0.026, 0.482, 0.003, 0.015, 0.025, 0.018, 0.020, 0.001, 0.007, 0.004, 0.027, 0.071, 0.002, 0.000, 0.000, 0.014, 0.001, 0.020, 0.002, 0.001, 0.012, 0.000, 0.000, 0.000, 0.005, 0.023, 0.113, 0.200, 0.187, 0.309, 0.214, 0.464, 0.346, 0.226, 0.001, 0.008, 0.002, 0.002, 0.001, 0.002, 0.002, 0.013, 0.011, 0.114, 0.005, 0.000, 0.000, 0.001, 0.000, 0.000, 0.002, 0.000, 0.001, 0.000, 0.000, 0.000, 0.000, 0.000, 0.000, 0.000, 0.000, 0.001]
}